No. 1
24
Properties=species:S:1:pos:R:3 method="wB97M-V/def2-TZVPD" charge=-1 e_homo_ev=-4.83 homo_lumo_gap_ev=8.28
C -0.42057 -1.48585 1.20083
N -1.00163 -0.30052 0.55225
C -1.61377 -0.55533 -0.71843
O -2.02769 -1.67906 -0.89318
O -1.50190 0.54014 -1.35738
C 0.65434 -0.96537 2.16925
H -1.04480 -2.28824 1.62135
H -0.00218 -2.09734 0.35635
H -0.71045 0.67192 0.91576
H 1.43314 -1.79095 2.11212
H 0.30196 -0.69479 3.17865
H 1.02717 0.04969 1.79209
H 0.30551 0.23439 -2.69311
H -0.71162 -0.89590 -2.80480
O 0.10561 -0.59700 -3.05790
H 2.95999 -1.00238 -1.42391
H 3.32368 -0.96521 -0.02356
O 3.55829 -0.68448 -0.79956
H -0.74819 1.88143 -0.65659
H -1.07163 2.29017 0.53361
O -0.39347 2.57871 0.05605
H 0.52609 1.94639 2.26638
H 1.56075 2.96089 2.00408
O 1.27689 2.32205 2.68273

No. 2
21
Properties=species:S:1:pos:R:3 method="wB97M-V/def2-TZVPD" charge=0 smiles=CCSC.O.O.O e_homo_ev=-9.17 homo_lumo_gap_ev=9.68
C 0.57984 -0.76355 -1.71439
C 0.88937 -0.68074 -0.21248
S 0.74316 1.07536 0.49341
C 0.55403 0.71382 2.23378
H 0.25949 -1.78808 -1.91064
H -0.17254 -0.03675 -2.00011
H 1.53732 -0.60028 -2.22478
H 0.17153 -1.28215 0.37155
H 1.90820 -0.95445 0.06266
H 1.46754 0.27892 2.58603
H -0.43682 0.30776 2.35864
H 0.38872 1.70663 2.71048
O 3.82713 0.75683 -1.05016
H 3.16311 0.73637 -0.34772
H 4.32007 -0.07174 -1.03279
O -4.42200 -1.35619 0.49129
H -4.60814 -1.16960 1.41601
H -4.30297 -0.52945 0.02673
O -2.23170 1.02999 -0.96483
H -1.98943 1.95876 -0.99738
H -1.64593 0.66852 -0.29530

No. 3
21
Properties=species:S:1:pos:R:3 method="wB97M-V/def2-TZVPD" multiplicity=2 charge=-1 e_homo_ev="1.35 / -6.20" homo_lumo_gap_ev="1.83 / 9.42"
C -4.31729 -0.15250 -0.02763
C -4.22826 -0.54094 1.40921
C -4.16544 -1.87831 1.95753
H -3.44548 0.13954 -0.54419
H -4.92801 0.70823 -0.14452
H -4.80364 -0.97231 -0.65873
H -4.11270 0.31932 2.04081
H -4.37656 -2.07456 2.97815
H -3.75822 -2.72764 1.41501
H 5.36771 2.23334 -2.19975
H 5.82020 3.56729 -1.75954
O 5.00478 3.01673 -1.75951
H 1.23008 1.23760 -3.03637
H 1.20003 2.85778 -3.10645
O 1.47817 2.06007 -2.62856
H 4.57765 -0.29919 1.14986
H 3.69034 0.74768 0.67094
O 4.01966 -0.10800 0.42109
H 2.09118 -3.00080 0.61248
H 1.68055 -2.82304 1.96064
O 1.97523 -2.31028 1.24951

No. 4
21
Properties=species:S:1:pos:R:3 method="wB97M-V/def2-TZVPD" multiplicity=2 charge=-1 e_homo_ev="0.63 / -7.05" homo_lumo_gap_ev="3.32 / 10.68"
C 2.61452 -0.14255 -0.31723
C 1.24647 0.35975 0.13859
C 1.14722 0.31756 1.66991
O 0.26826 -0.47019 -0.54193
H 2.59769 -0.34650 -1.39448
H 2.75361 -1.04652 0.28402
H 3.41938 0.58417 -0.14023
H 1.01275 1.30277 -0.40158
H 0.79862 1.27101 2.09375
H 2.14108 0.07959 2.08880
H 0.54587 -0.48108 2.10900
H 0.31184 -1.38249 -0.15886
H -3.00213 -0.94128 -0.30840
H -2.15631 -2.16667 -0.26266
O -3.07679 -1.88586 -0.10615
H -2.26854 1.39782 -2.13026
H -1.05904 0.54462 -2.47364
O -1.63651 1.23580 -2.82147
H -2.15868 0.67103 1.67377
H -1.40947 0.28166 0.27919
O -2.08983 0.81734 0.71985

No. 5
21
Properties=species:S:1:pos:R:3 method="wB97M-V/def2-TZVPD" charge=0 smiles=CCCO.O.O.O e_homo_ev=-10.14 homo_lumo_gap_ev=10.54
C 1.63356 -3.09518 0.09756
C 2.13324 -1.71579 0.52054
C 1.34403 -0.53762 -0.09624
O 0.39213 -0.02234 0.81390
H 2.23599 -3.55289 -0.69280
H 1.66872 -3.72509 0.99253
H 0.57992 -3.06458 -0.15877
H 3.18128 -1.63987 0.27697
H 2.05387 -1.55728 1.60433
H 0.72427 -0.94773 -0.90593
H 1.96348 0.19283 -0.61439
H 0.74809 0.75932 1.25307
O -1.24008 1.74405 -2.34812
H -1.48313 1.65351 -3.27721
H -0.67369 2.53234 -2.34873
O -2.75829 0.10765 -0.52066
H -2.52844 0.19052 0.41045
H -2.24384 0.81885 -0.93341
O -0.77730 2.70042 1.80329
H -1.57261 2.67768 1.25056
H -0.88573 1.90182 2.33525

No. 6
21
Properties=species:S:1:pos:R:3 method="wB97M-V/def2-TZVPD" multiplicity=2 charge=+1 e_homo_ev="-14.02 / -14.01" homo_lumo_gap_ev="9.49 / 6.06"
C 0.83503 1.09245 0.41094
O -0.61735 -2.03157 0.11321
C 1.14656 -0.03805 1.17005
C 2.27656 1.03405 1.56864
H 0.18821 1.87543 0.78741
H 1.02217 1.22500 -0.64866
H -0.95739 -2.94639 0.02174
H 1.66676 -0.92951 0.84402
H 0.47015 -0.35023 1.96019
H 2.20832 2.10154 1.80466
H 3.18783 0.93774 0.98542
H 2.53676 0.65869 2.56630
H -1.79786 0.96092 -0.97993
H -0.61479 0.58836 -1.80119
O -1.19926 1.32878 -1.65099
H 0.23657 -1.36290 -1.01191
H 0.73610 -1.31084 -2.49354
O 0.61878 -0.77713 -1.69864
H -1.93004 -1.05539 0.45189
H -3.14698 -0.20623 1.11439
O -2.41837 -0.22714 0.49374

No. 7
22
Properties=species:S:1:pos:R:3 method="wB97M-V/def2-TZVPD" charge=+1 e_homo_ev=-12.89 homo_lumo_gap_ev=9.88
N -1.40603 1.57121 2.39013
C -1.26266 0.41692 1.56001
C 0.15113 -0.13706 1.51498
N 0.37000 -1.15689 0.46559
C -0.41430 -2.42901 0.65220
H -1.26868 2.42876 1.86728
H -1.01670 1.56962 3.32190
H 1.33413 -1.46094 0.35626
H -2.05278 -0.32541 1.77563
H -1.62692 0.72608 0.56678
H 0.85921 0.65917 1.30024
H 0.41260 -0.58678 2.47165
H 0.17007 -0.83978 -0.48519
H -1.42333 -2.13298 0.97031
H 0.07052 -3.05903 1.37131
H -0.60474 -2.85991 -0.33085
H 1.63280 1.59073 -5.56630
H 2.52857 1.24018 -4.39892
O 1.65628 1.61096 -4.60374
H 0.24366 0.96604 -2.45432
H 1.03576 1.48068 -1.15631
O 0.61140 0.72743 -1.58863

No. 8
22
Properties=species:S:1:pos:R:3 method="wB97M-V/def2-TZVPD" multiplicity=2 charge=+2 e_homo_ev="-17.40 / -17.40" homo_lumo_gap_ev="10.14 / 4.35"
C -0.58830 -0.51693 -0.36827
C 0.02554 -0.69256 -1.77572
C 1.08752 -1.80396 -1.98162
N 2.26087 -1.60539 -1.17096
N 0.28225 0.32514 0.56230
H -0.81235 -1.50356 0.02019
H -1.45858 0.10955 -0.54481
H 0.45473 0.22791 -2.12899
H -0.78291 -0.92563 -2.47035
H 0.77306 -2.86623 -1.86359
H 1.45425 -1.90951 -3.00989
H 3.15016 -2.01857 -1.49967
H 2.21647 -2.00822 -0.21887
H 0.01514 1.29521 0.36783
H 0.11875 0.09140 1.55450
H 1.24158 0.33645 0.22519
H -0.77825 1.88514 3.28688
H 0.67581 1.82871 3.40100
O -0.05959 1.25152 3.13541
H -3.02326 3.11941 0.77329
H -3.53861 2.63286 2.09885
O -2.71431 2.74725 1.60729

Calculated E, -628.91875 -746.57841 -423.51983 -423.61248 -423.62864 -423.21040 -383.03929 -382.56510 hartree (same order as the records).
Calculated energy relative to the best compared isomer or geometry (same formula, charge and spin), 3.281 0.802 2.521 0.000 1.086 3.015 0.996 0.148 eV (same order as the records).